(1)
Molecular formula: C47H34N5RhSeTe
Method: DFT, the ωB97M-V functional and the def2-TZVPD basis

The geometry in ORCA input format:
```
! RIJCOSX wB97M-V def2-TZVPD def2/J DEFGRID3
* xyz 0 1
Rh -0.697 1.286 0.537
C -7.401 -2.372 1.197
C -7.209 -1.006 1.379
C -5.954 -0.445 1.173
C -4.878 -1.246 0.790
C -5.078 -2.611 0.606
C -6.334 -3.171 0.807
C -3.527 -0.615 0.627
C -2.565 -0.884 1.600
C -2.732 -1.778 2.693
C -1.587 -1.725 3.429
C -0.731 -0.789 2.793
C 0.637 -0.449 3.292
C 0.645 -0.613 4.828
C 1.037 -1.773 5.487
C 0.881 -1.898 6.864
C 0.316 -0.867 7.598
C -0.090 0.294 6.948
C 0.075 0.419 5.577
C 1.210 0.875 2.880
N 0.932 1.525 1.741
C 1.778 2.624 1.700
C 1.868 3.539 0.650
C 2.882 4.638 0.757
C 2.463 5.968 0.795
C 3.390 6.998 0.904
C 4.748 6.711 0.959
C 5.175 5.389 0.913
C 4.247 4.358 0.820
C 1.101 3.503 -0.510
C 1.352 4.306 -1.680
C 0.407 3.986 -2.593
C -0.456 3.001 -1.984
N 0.017 2.687 -0.738
C -1.611 2.487 -2.570
C -2.452 1.561 -1.951
C -3.752 1.183 -2.451
C -4.303 0.359 -1.535
C -3.346 0.212 -0.471
N -2.219 0.947 -0.753
C -2.032 3.020 -3.901
C -2.410 4.356 -4.039
C -2.823 4.851 -5.271
C -2.855 4.015 -6.382
C -2.478 2.684 -6.252
C -2.074 2.190 -5.017
C 2.568 2.652 2.887
C 2.222 1.552 3.614
N -1.314 -0.279 1.694
H -8.378 -2.811 1.362
H -8.035 -0.376 1.688
H -5.793 0.617 1.327
H -4.246 -3.235 0.294
H -6.478 -4.236 0.659
H -3.618 -2.367 2.891
H -1.368 -2.267 4.337
H 1.459 -2.591 4.919
H 1.199 -2.807 7.363
H 0.179 -0.971 8.668
H -0.552 1.099 7.506
H -0.259 1.322 5.074
H 1.401 6.188 0.750
H 3.051 8.027 0.949
H 5.473 7.513 1.036
H 6.235 5.159 0.948
H 4.577 3.325 0.780
H 2.177 5.000 -1.788
H 0.294 4.374 -3.595
H -4.177 1.521 -3.387
H -5.271 -0.121 -1.567
H -2.386 5.005 -3.169
H -3.119 5.890 -5.363
H -3.173 4.399 -7.345
H -2.496 2.029 -7.115
H -1.776 1.151 -4.919
H 3.298 3.409 3.142
H 2.621 1.247 4.572
Se -1.930 2.995 1.894
C -2.876 1.972 3.087
N -3.516 1.426 3.882
C 3.784 -1.386 3.645
Te 2.068 -1.824 2.194
C 0.441 -3.184 1.405
H 3.375 -1.105 4.610
H 4.326 -0.577 3.158
H 4.385 -2.291 3.712
H 0.956 -3.961 0.838
H -0.148 -2.529 0.755
H -0.148 -3.601 2.213
*
```

Max |F|: 0.037 hartree/bohr
Energy above the lowest of the compared OMol25 structures with the same formula, charge and spin: 2.5977 eV

Atom charges from the Löwdin analysis, given in e for atoms 1 to 5: 0.890, -0.093, -0.072, -0.022, -0.207

***

(2)
Molecular formula: C47H35N2O5P2S2W
Method: DFT, the ωB97M-V functional and the def2-TZVPD basis

The geometry in ORCA input format:
```
! RIJCOSX wB97M-V def2-TZVPD def2/J DEFGRID3
* xyz 1 3
W 0.028 0.571 0.381
C 5.797 -1.300 0.922
C 5.658 -0.234 0.041
C 4.610 0.659 0.191
C 3.698 0.500 1.237
C 3.845 -0.568 2.120
C 4.893 -1.465 1.961
P 2.210 1.518 1.360
C 2.676 3.258 1.188
C 1.645 4.195 1.169
C 1.937 5.547 1.129
C 3.257 5.973 1.113
C 4.287 5.044 1.153
C 4.001 3.688 1.195
C 1.385 1.354 2.922
C 1.746 1.678 4.227
C 0.747 1.687 5.180
C -0.574 1.418 4.809
C -0.908 1.096 3.506
C 0.085 1.031 2.518
H 6.617 -1.996 0.803
H 6.365 -0.100 -0.767
H 4.498 1.476 -0.512
H 3.140 -0.699 2.933
H 5.005 -2.289 2.654
H 0.613 3.870 1.204
H 1.131 6.267 1.107
H 3.483 7.030 1.076
H 5.317 5.373 1.159
H 4.816 2.978 1.253
H 2.767 1.934 4.480
H 0.975 1.928 6.210
H -1.349 1.466 5.563
H -1.947 0.907 3.269
O -0.022 4.059 -1.597
S -0.404 2.717 -1.341
O -1.012 2.442 0.003
O 0.725 1.700 -1.363
C -1.545 2.203 -2.583
C -2.151 3.206 -3.320
C -3.081 2.870 -4.295
C -3.389 1.541 -4.522
C -2.769 0.540 -3.782
C -1.838 0.851 -2.801
P -1.012 -0.441 -1.815
C 0.304 -1.090 -2.909
C 1.602 -1.358 -2.464
C 2.522 -1.904 -3.356
C 2.177 -2.184 -4.665
C 0.885 -1.932 -5.104
C -0.038 -1.394 -4.227
C -2.114 -1.877 -1.680
C -1.503 -3.120 -1.501
C -2.267 -4.251 -1.261
C -3.650 -4.157 -1.216
C -4.265 -2.930 -1.416
C -3.504 -1.792 -1.640
H -1.889 4.237 -3.133
H -3.557 3.650 -4.873
H -4.112 1.274 -5.280
H -3.028 -0.493 -3.970
H 3.061 -1.525 -0.913
H 3.526 -2.112 -3.009
H 2.911 -2.604 -5.339
H 0.598 -2.153 -6.123
H -1.042 -1.205 -4.580
H -0.425 -3.213 -1.567
H -1.780 -5.207 -1.121
H -4.248 -5.039 -1.031
H -5.344 -2.851 -1.388
H -3.997 -0.837 -1.761
S 2.883 -4.060 -0.639
C 1.870 -3.571 0.514
C 1.152 -2.300 0.687
N 1.212 -1.196 0.030
C 2.133 -0.988 -1.097
H 1.619 -4.248 1.329
H 0.458 -2.292 1.525
H 2.362 0.076 -1.104
O -0.905 -2.017 2.731
C -1.813 -1.461 2.152
N -1.682 -0.518 1.133
C -2.956 -0.085 0.761
O -3.180 0.713 -0.124
C -3.960 -0.798 1.596
C -5.337 -0.731 1.607
C -6.002 -1.566 2.501
C -5.300 -2.429 3.341
C -3.908 -2.484 3.319
C -3.264 -1.650 2.429
H -5.871 -0.055 0.952
H -7.083 -1.547 2.552
H -5.851 -3.062 4.023
H -3.354 -3.149 3.967
*
```

Max |F|: 0.006 hartree/bohr
Expectation value of S²: 2.03
Energy above the lowest of the compared OMol25 structures with the same formula, charge and spin: 1.0990 eV

Atom charges from the Löwdin analysis, given in e for atoms 1 to 5: 1.439, -0.067, -0.066, -0.118, -0.354

***

(3)
Molecular formula: C47H36EuF3N6O2S3
Method: DFT, the ωB97M-V functional and the def2-TZVPD basis

The geometry in ORCA input format:
```
! RIJCOSX wB97M-V def2-TZVPD def2/J DEFGRID3
* xyz -1 8
Eu 0.209 0.147 1.163
C -1.385 -4.763 0.693
O -1.466 -4.056 -0.550
C -1.226 -2.758 -0.233
N -1.138 -2.436 0.990
C -1.511 -3.649 1.749
C -0.811 -4.043 3.026
C 0.437 -3.583 3.408
C 1.005 -4.016 4.600
C 0.341 -4.923 5.411
C -0.902 -5.402 5.024
C -1.472 -4.960 3.841
C -1.228 -1.828 -1.370
C -1.760 -2.258 -2.580
C -1.856 -1.359 -3.625
C -1.408 -0.070 -3.422
C -0.870 0.271 -2.185
N -0.778 -0.588 -1.165
C -0.363 1.633 -1.989
N 0.029 2.157 -0.900
C 0.519 3.505 -1.229
C 0.280 3.632 -2.752
O -0.291 2.377 -3.121
C -0.082 4.629 -0.422
C -0.106 5.896 -0.850
C -0.646 6.971 -0.014
C -1.295 6.734 1.126
C -1.485 5.344 1.656
C -0.535 4.340 0.967
H -0.409 -5.252 0.753
H -2.179 -5.506 0.727
H -2.566 -3.489 2.007
H 0.967 -2.893 2.771
H 1.972 -3.628 4.896
H 0.788 -5.252 6.341
H -1.433 -6.112 5.647
H -2.455 -5.321 3.553
H -2.096 -3.280 -2.680
H -2.280 -1.659 -4.574
H -1.460 0.676 -4.201
H 1.593 3.497 -1.017
H 1.201 3.772 -3.319
H -0.428 4.424 -2.998
H 0.264 6.166 -1.833
H -0.525 7.988 -0.370
H -1.729 7.547 1.700
H -2.547 5.081 1.694
H -0.919 3.321 1.055
S -2.347 1.021 1.153
C -3.095 0.275 2.564
C -4.497 0.325 2.634
C -5.203 -0.162 3.718
C -4.514 -0.728 4.784
C -3.135 -0.808 4.730
C -2.392 -0.332 3.633
S -0.647 -0.535 3.735
H -5.022 0.769 1.797
H -6.287 -0.098 3.734
H -5.045 -1.102 5.653
H -2.573 -1.256 5.541
C 5.797 2.499 1.006
N 4.680 3.034 1.748
C 4.725 3.981 2.754
C 3.462 4.198 3.156
N 2.637 3.369 2.405
C 3.389 2.658 1.517
S 2.902 1.602 0.320
C 1.216 3.405 2.561
C 0.507 4.627 2.104
C -0.702 5.086 2.972
C -1.225 3.903 3.715
C -0.667 2.693 3.631
N 0.616 2.420 3.091
H 6.678 3.111 1.189
H 5.553 2.500 -0.055
H 5.992 1.468 1.302
H 5.648 4.415 3.093
H 3.068 4.837 3.926
H 1.176 5.443 1.833
H -0.572 5.959 3.622
H -2.115 4.033 4.318
H -1.098 1.836 4.126
F 5.532 -7.894 -1.490
C 5.117 -7.680 -0.224
F 6.221 -7.750 0.562
F 4.357 -8.750 0.118
C 4.391 -6.386 -0.057
C 4.172 -5.533 -1.129
C 3.520 -4.329 -0.932
C 3.076 -3.946 0.340
C 3.310 -4.824 1.412
C 3.954 -6.029 1.216
C 2.388 -2.711 0.543
C 1.816 -1.631 0.685
H 4.517 -5.814 -2.116
H 3.347 -3.665 -1.768
H 2.978 -4.552 2.402
H 4.124 -6.700 2.050
*
```

Max |F|: 0.096 hartree/bohr
Calculated total energy: -4496.02618 a.u.
Expectation value of S²: 15.86

Atom charges from the Löwdin analysis, given in e for atoms 1 to 5: 1.463, -0.084, -0.004, -0.343, 0.117